Entry 1:
117
Properties=species:S:1:pos:R:3 method="wB97M-V/def2-TZVPD" total_charge=+2 relative_energy_ev=3.0278 e_lumo_ha=-0.217 homo_energy_ev=-11.6
Ir -0.38 0.44 1.13
O 3.28 0.94 2.18
S 0.95 0.05 -0.71
C 1.56 1.64 -1.32
C 2.47 2.36 -0.59
C 3.27 3.38 -1.15
C 3.17 3.62 -2.49
C 3.92 4.55 -3.41
C 3.31 4.29 -4.82
C 2.24 3.26 -4.60
C 1.35 2.67 -5.46
C 0.38 1.80 -4.92
C 0.35 1.45 -3.58
P -1.08 0.73 -2.78
C -1.86 -0.50 -3.84
C -1.36 -1.80 -3.80
C -1.92 -2.79 -4.59
C -3.00 -2.49 -5.41
C -3.52 -1.20 -5.44
C -2.95 -0.20 -4.66
C -2.22 2.08 -2.55
C -1.83 3.43 -2.57
C -2.75 4.41 -2.30
C -4.09 4.10 -2.04
C -4.46 2.78 -1.95
C -3.50 1.74 -2.05
C 1.35 1.95 -2.70
C 2.22 2.90 -3.24
C 2.50 -0.78 -0.35
C 3.41 -0.71 -1.38
C 4.66 -1.35 -1.35
C 4.98 -2.08 -0.24
C 6.22 -2.86 0.12
C 5.89 -3.54 1.46
C 4.52 -3.03 1.83
C 3.72 -3.28 2.91
C 2.45 -2.69 2.94
C 1.96 -1.84 1.96
P 0.21 -1.43 2.11
C -0.56 -2.91 1.37
C -1.30 -3.84 2.09
C -1.75 -5.01 1.48
C -1.44 -5.27 0.16
C -0.67 -4.36 -0.56
C -0.23 -3.20 0.04
C -0.19 -1.35 3.88
C 0.74 -0.82 4.77
C 0.41 -0.63 6.10
C -0.86 -0.97 6.56
C -1.80 -1.48 5.68
C -1.47 -1.66 4.35
C 2.77 -1.57 0.81
C 4.04 -2.19 0.80
H 2.65 2.07 0.43
H 3.98 3.91 -0.52
H 4.99 4.34 -3.38
H 3.79 5.58 -3.10
H 4.06 3.93 -5.52
H 2.89 5.20 -5.25
H 1.34 2.90 -6.52
H -0.40 1.42 -5.57
H -0.52 -2.03 -3.15
H -1.51 -3.79 -4.57
H -3.44 -3.26 -6.03
H -4.37 -0.97 -6.07
H -3.36 0.80 -4.69
H -0.82 3.69 -2.85
H -2.45 5.45 -2.36
H -4.82 4.89 -1.93
H -5.50 2.52 -1.76
H -3.87 0.75 -2.34
H 3.16 -0.13 -2.26
H 5.33 -1.25 -2.19
H 7.07 -2.18 0.21
H 6.47 -3.58 -0.66
H 6.62 -3.31 2.24
H 5.86 -4.63 1.37
H 4.03 -3.93 3.72
H 1.82 -2.94 3.79
H -1.51 -3.71 3.14
H -2.32 -5.72 2.05
H -1.78 -6.18 -0.32
H -0.40 -4.57 -1.59
H 0.38 -2.52 -0.54
H 1.73 -0.55 4.43
H 1.15 -0.22 6.78
H -1.11 -0.83 7.61
H -2.79 -1.73 6.03
H -2.23 -2.03 3.67
S 1.00 3.04 4.50
C 2.46 2.47 3.84
C 2.26 1.59 2.82
C 0.88 1.37 2.48
C 0.11 2.11 3.38
C -1.30 1.85 3.52
C -2.14 2.39 4.49
C -3.43 1.92 4.60
C -3.86 0.91 3.75
C -2.99 0.44 2.79
N -1.75 0.93 2.64
H 3.41 2.80 4.23
H 4.12 1.14 2.62
H -1.76 3.14 5.17
H -4.09 2.32 5.36
H -4.85 0.49 3.82
H -3.27 -0.36 2.11
Cl -5.64 1.79 0.86
C -4.55 0.65 0.15
C -4.94 -0.61 -0.18
C -3.93 -1.47 -0.69
C -2.62 -1.09 -0.59
N -2.23 0.13 -0.13
C -3.20 1.09 -0.13
H -5.95 -0.95 -0.03
H -4.18 -2.46 -1.06
H -1.82 -1.79 -0.83
H -2.93 2.04 0.33

---

Entry 2:
18
Properties=species:S:1:pos:R:3 method="wB97M-V/def2-TZVPD" relative_energy_ev=5.3040 e_lumo_ha=0.003 homo_energy_ev=-8.5
C -1.15 0.65 1.26
C -1.30 -0.68 0.53
C 0.04 -1.41 0.38
C 0.93 -0.75 -0.64
C 1.91 0.13 -0.33
C 0.54 1.86 -1.17
H -0.36 1.26 0.82
H -0.88 0.49 2.31
H -2.07 1.24 1.22
H -2.01 -1.32 1.06
H -1.72 -0.52 -0.48
H -0.13 -2.45 0.09
H 0.55 -1.43 1.36
H 0.81 -1.06 -1.68
H 2.13 0.35 0.71
H 2.65 0.46 -1.05
H 0.63 1.46 -2.20
H -0.56 1.76 -1.00

---

Entry 3:
100
Properties=species:S:1:pos:R:3 method="wB97M-V/def2-TZVPD" total_charge=+1 relative_energy_ev=0.5056 e_lumo_ha="-0.142 / -0.133" homo_energy_ev="-9.6 / -10.0"
O 1.83 -1.08 -2.31
O 3.49 -1.27 -0.19
C 1.10 -1.71 -3.37
C -0.33 -1.24 -3.56
H 1.13 -2.78 -3.10
H 1.67 -1.57 -4.30
H -0.82 -0.98 -2.61
H -0.91 -2.05 -4.02
H -0.38 -0.38 -4.23
C 1.81 0.36 -2.29
C 3.06 0.95 -2.89
H 1.73 0.63 -1.23
H 0.91 0.75 -2.80
H 3.92 0.68 -2.28
H 2.97 2.04 -2.91
H 3.20 0.61 -3.92
C 4.29 -0.61 0.81
C 4.21 -2.31 -0.87
C 4.18 0.88 0.70
H 5.34 -0.92 0.72
H 3.93 -0.95 1.80
H 4.66 1.24 -0.22
H 4.70 1.35 1.54
H 3.14 1.23 0.71
C 5.16 -1.76 -1.90
H 3.45 -2.94 -1.35
H 4.74 -2.93 -0.13
H 4.59 -1.29 -2.71
H 5.77 -2.56 -2.32
H 5.83 -1.02 -1.45
H 1.63 -1.41 -0.38
N -2.89 1.27 -0.87
C -3.61 1.92 0.02
C -3.80 1.42 1.40
C -2.66 1.52 2.35
C -4.33 3.12 -0.43
H -5.01 2.91 -1.28
H -3.64 3.92 -0.73
H -4.95 3.50 0.40
C -2.71 2.51 3.46
H -1.84 3.17 3.44
H -2.75 2.01 4.44
H -3.61 3.13 3.35
N -1.66 0.72 2.21
C -2.76 1.72 -2.24
C -3.39 0.97 -3.24
C -4.40 -0.11 -2.96
C -3.05 1.24 -4.56
H -3.52 0.66 -5.36
C -2.15 2.26 -4.87
H -1.91 2.47 -5.92
C -1.57 3.02 -3.86
H -0.85 3.81 -4.09
C -1.88 2.76 -2.53
C -1.25 3.59 -1.44
C -0.48 0.73 3.01
C -0.37 -0.16 4.09
C -1.57 -0.89 4.62
C 0.89 -0.40 4.64
H 0.98 -1.17 5.42
C 2.00 0.34 4.24
H 2.97 0.16 4.68
C 1.85 1.34 3.28
H 2.68 1.98 3.01
C 0.63 1.53 2.63
C 0.50 2.54 1.53
In -1.96 -1.17 0.97
H -3.97 -1.10 -3.12
H -5.24 -0.01 -3.67
H -4.81 -0.06 -1.95
H -1.50 3.21 -0.44
H -1.57 4.64 -1.50
H -0.15 3.58 -1.53
H -1.37 -1.21 5.65
H -1.79 -1.81 4.05
H -2.47 -0.27 4.63
H -0.32 3.26 1.72
H 0.31 2.06 0.55
H 1.43 3.11 1.43
H -4.67 1.94 1.82
C 0.73 -1.57 0.32
Si 0.88 -3.21 1.26
H 0.72 -0.69 0.98
H -0.14 -1.56 -0.37
C 1.27 -4.53 -0.02
C -0.69 -3.69 2.20
C 2.26 -3.08 2.51
H 2.26 -3.96 3.18
H 2.16 -2.18 3.14
H 3.24 -3.04 2.01
H 0.35 -4.94 -0.44
H 1.83 -5.35 0.46
H 1.88 -4.14 -0.84
H -1.63 -3.49 1.65
H -0.73 -3.19 3.18
H -0.67 -4.78 2.39
O -4.99 -0.31 0.34
N -4.23 -0.01 1.26
O -3.87 -0.85 2.15
O -2.44 0.01 -0.72